Entry 1:
Here is CCaF5LiO3P as an isolated structure in a non-equilibrium geometry from the Open Molecules 2025 dataset. Energies are from ωB97M-V/def2-TZVPD.

The geometry in XYZ format:
```
12
CCaF5LiO3P (ωB97M-V/def2-TZVPD)
Ca -2.0395 1.0645 0.1862
P 1.5278 0.7143 0.0080
F 0.0327 1.3121 0.5505
F -3.3050 2.3724 -0.2795
F 1.4250 1.7806 -1.1312
F 2.0851 1.1635 1.3966
F 2.9774 0.2746 -0.4806
O -1.3103 -0.8381 -0.0574
O -0.0976 -2.6692 -0.0070
O 0.9818 -0.7580 -0.1814
C -0.2177 -1.4586 -0.0581
Li -2.0597 -2.9582 0.0541
```

Results
**Net charge**: +1
**Orbital gap**: 10.662 eV
**Largest force on an atom**: 0.0404 hartree/bohr

Löwdin population analysis, charges in e, atoms 1 to 6:
1. Ca 1.629
2. P 0.495
3. F -0.316
4. F -0.715
5. F -0.019
6. F -0.014

---

Entry 2:
Here is C20H19Cl3N4O4PdS as an isolated structure in a non-equilibrium geometry from the Open Molecules 2025 dataset. Energies are from ωB97M-V/def2-TZVPD.

The geometry in XYZ format:
```
52
C20H19Cl3N4O4PdS (ωB97M-V/def2-TZVPD)
Pd -0.0744 0.0515 0.0843
Cl -7.2676 0.9317 5.1846
Cl -5.8604 -3.3365 0.1566
Cl -9.3426 4.0369 1.3541
S -3.6453 -4.7160 1.6141
O 3.7154 1.6641 0.4519
O -6.3828 -1.4689 3.8002
O 0.8675 4.0590 -0.9283
O -0.0756 2.0090 -1.1192
N -3.5551 0.3917 2.4959
N 1.5123 1.2259 0.9573
N 1.7810 -0.9131 -0.7727
N -2.0116 0.3703 0.9427
C -5.1163 -3.7953 1.6210
C -2.6044 -0.3343 1.9023
C -5.5607 -3.5368 2.8933
C -7.3987 1.3142 3.5110
C 2.9015 -0.5853 0.1386
C 0.5282 2.9687 -0.7028
C -6.6914 0.5874 2.5383
C -4.4671 -0.0851 3.5178
C -8.3349 2.7276 1.8084
C -3.5820 1.6240 1.8894
C -2.6203 1.6082 0.9286
C -7.6262 2.0329 0.8339
C -4.6795 -4.0743 3.8660
C -3.6149 -4.7259 3.3222
C -6.7707 -2.7133 3.2318
C 2.8156 0.8843 0.5182
C -5.7928 -0.5827 2.8874
C -6.8217 0.9723 1.2075
C -8.2197 2.3693 3.1435
C 1.1696 2.4956 1.0550
H -2.3797 -1.3558 2.1654
H -2.3529 2.3674 0.2143
H 0.2497 2.6761 1.6157
H 1.9771 3.2036 1.2478
H -4.8488 -3.9872 4.9291
H -4.6723 0.7125 4.2298
H -8.7656 2.9120 3.9021
H -4.2586 2.4022 2.1942
H -4.0110 -0.9218 4.0472
H -7.3548 -3.2051 4.0087
H 1.9547 -0.5012 -1.6883
H -7.3994 -2.5648 2.3496
H -5.5447 -1.1133 1.9590
H -6.2847 0.4228 0.4431
H -2.8197 -5.2269 3.8492
H 1.7004 -1.9208 -0.8883
H 3.8783 -0.7708 -0.3077
H -7.7176 2.3176 -0.2043
H 2.8092 -1.1724 1.0556
```

Results
**Net charge**: +2
**Orbital gap (spin up / spin down)**: 2.713 / 2.706 eV
**Largest force on an atom**: 0.1204 hartree/bohr

Löwdin population analysis, charges in e, atoms 1 to 6:
1. Pd 1.057
2. Cl 0.794
3. Cl 0.688
4. Cl 0.737
5. S 0.983
6. O 0.224

---

Entry 3:
Here is one molecule with the formula C6H14N2S in a non-equilibrium geometry from the Open Molecules 2025 dataset. Energies are from ωB97M-V/def2-TZVPD.

The geometry in XYZ format:
```
23
C6H14N2S (ωB97M-V/def2-TZVPD)
S -1.5415 0.0186 -0.1985
N -3.1619 0.2167 0.5226
N -0.7219 -1.0761 0.8335
C -1.5319 0.0921 -1.8895
C 1.6167 0.2001 0.7875
C 0.8688 1.5043 0.3820
C 0.3554 -1.9425 0.3388
C 1.4260 -0.9665 -0.2468
C -0.6373 1.4649 0.5687
H -2.5839 -0.2091 -2.2350
H -0.1414 -2.5114 -0.4851
H -1.1672 -1.3622 1.6206
H 1.0875 1.8708 -0.6941
H -1.3513 2.2027 0.2129
H 1.0744 2.3897 1.0844
H 2.2446 -1.5343 -0.4255
H -0.8211 -0.5568 -2.3486
H -3.6673 -0.0782 -0.2799
H 1.3082 -0.4627 -1.2179
H 1.2134 -0.0330 1.8455
H 2.6763 0.5061 0.8896
H 0.7280 -2.5712 1.0996
H -0.9122 1.3145 1.5557
```

Results
**Net charge**: 0
**Orbital gap**: 9.037 eV
**Structure (SMILES)**: C=[S@]1(=N)CCCCCN1
**Largest force on an atom**: 0.0944 hartree/bohr

Löwdin population analysis, charges in e, atoms 1 to 6:
1. S 0.869
2. N -0.228
3. N -0.245
4. C -0.286
5. C -0.195
6. C -0.235

---

Entry 4:
Here is C19H16AuN3OS as an isolated structure in a non-equilibrium geometry from the Open Molecules 2025 dataset. Energies are from ωB97M-V/def2-TZVPD.

The geometry in XYZ format:
```
41
C19H16AuN3OS (ωB97M-V/def2-TZVPD)
Au 0.1905 -0.4686 -0.1895
S -0.9288 0.9716 1.2324
O 1.1123 -1.5721 -1.2850
N -3.3520 -0.2393 0.3835
N -1.5598 -1.3313 -0.7921
N -3.4953 1.3803 1.8668
C -1.1871 -2.2897 -1.7027
C -3.8460 -2.0045 -1.1682
C -2.5952 0.6623 1.1232
C -3.1561 2.4400 2.7926
C 5.5946 0.8686 -0.6529
C -2.9086 -1.1901 -0.5248
C 3.3031 -0.3481 -1.6569
C 1.9883 0.3892 0.3907
C 3.2140 0.3093 -0.4041
C 4.3687 1.6056 1.3323
C -4.7606 0.9521 1.6089
C 2.0424 1.0707 1.5928
C -3.4461 -2.9495 -2.0685
C -4.6859 -0.0310 0.7097
C 4.4008 0.9334 0.0983
C 3.2269 1.6729 2.0562
C 5.6353 0.2226 -1.8509
C 4.4805 -0.3892 -2.3566
C -2.0634 -3.0997 -2.3485
H -2.6352 3.2375 2.2620
H -5.6275 1.3759 2.0824
H 6.5601 0.1842 -2.4126
H -5.4996 -0.5871 0.2891
H 1.1616 1.1417 2.2004
H 6.4950 1.3389 -0.2759
H 4.5162 -0.8996 -3.3104
H -4.0588 2.8373 3.2457
H -1.7085 -3.8355 -3.0546
H -2.5004 2.0501 3.5717
H 5.2660 2.0783 1.7141
H -0.1254 -2.3722 -1.8890
H 2.4406 -0.8263 -2.0806
H -4.1792 -3.5736 -2.5601
H 3.2257 2.1953 3.0050
H -4.9029 -1.9106 -0.9740
```

Results
**Multiplicity**: 3
**Net charge**: 0
**Orbital gap (spin up / spin down)**: 5.344 / 7.046 eV
**⟨S²⟩**: 2.030
**Largest force on an atom**: 0.0965 hartree/bohr

Löwdin population analysis, charges in e, atoms 1 to 6:
1. Au 1.053
2. S 0.721
3. O -0.441
4. N 0.014
5. N -0.096
6. N -0.148

---

Entry 5:
Here is C40H35Cl5N5P2RhS as an isolated structure from the Open Molecules 2025 dataset. Energies are from ωB97M-V/def2-TZVPD.

The geometry in XYZ format:
```
89
C40H35Cl5N5P2RhS (ωB97M-V/def2-TZVPD)
Rh -0.0004 -1.4277 0.7128
Cl -3.2810 -5.6461 1.5078
Cl -5.7245 -0.9668 0.3951
Cl -5.8432 -3.9034 1.3376
Cl -2.9951 0.2649 -0.4039
Cl -0.5269 -4.3398 0.8254
S -1.9948 4.3712 -2.5514
P -0.2488 0.9265 1.4540
P 0.2706 -0.9899 -1.5657
N 2.1657 -1.5163 1.3589
N 0.3096 0.6561 -1.7231
N 0.9137 -2.0272 4.7834
N -0.0778 -1.8679 2.8378
N 3.5721 -1.9924 2.9877
C -4.2825 -1.8615 0.5556
C -1.0611 1.2824 3.0232
C 2.2717 4.5791 0.4049
C -0.0320 2.5065 -3.2486
C -1.8394 -2.0091 0.4841
C -0.8483 1.8566 5.3568
C -1.9697 -3.4021 0.8008
C 2.2617 -2.8090 -2.1064
C 4.3232 -1.8043 1.8548
C 2.2832 -1.8096 2.6468
C -2.2140 -2.6360 -5.0585
C 1.9509 -1.4526 -2.0496
C 0.2825 3.6509 1.3805
C -0.3229 -1.4424 -4.1864
C -2.2148 1.6724 5.5255
C 0.7249 2.3630 1.0545
C -3.1756 -4.0020 1.0750
C 3.4441 -1.5118 0.8582
C 4.4906 -2.2630 -2.8139
C -3.0544 -1.3017 0.2632
C -1.0431 -1.9320 3.8078
C 1.0878 -1.9206 3.4527
C -0.2720 1.6647 4.1130
C -0.4406 -2.0335 5.0223
C -1.0998 3.4370 -3.8154
C -0.6813 1.4654 -2.3315
C 3.5297 -3.2126 -2.4860
C 1.9515 2.2002 0.4002
C -3.0040 1.2987 4.4488
C 2.7214 3.3034 0.0832
C 1.0535 4.7509 1.0507
C -1.0618 -1.8900 -5.2666
C -2.6231 -2.9348 -3.7693
C 2.9093 -0.5018 -2.3839
C -1.8885 -2.4768 -2.6846
C -4.3509 -3.2128 0.9822
C 4.1798 -0.9125 -2.7670
C -0.7341 -1.7289 -2.8792
C -2.4308 1.1003 3.2017
C -0.7843 5.6621 -2.2080
H 0.6984 3.0748 -2.6674
H 3.7690 -4.2649 -2.5344
H -0.6631 3.7873 1.8883
H -4.0704 1.1748 4.5759
H 0.1494 5.2533 -1.8263
H 2.8757 5.4410 0.1582
H 0.5853 -0.8784 -4.3597
H -0.6541 4.1420 -4.5174
H -3.5124 -3.5269 -3.6065
H -0.7359 -1.6624 -6.2716
H 0.7912 1.8254 3.9799
H 2.6606 0.5503 -2.3441
H 1.6290 -2.0732 5.4905
H 0.7074 5.7438 1.3008
H 0.5044 2.0117 -4.0609
H -2.7870 -2.9911 -5.9034
H -2.2140 -2.7369 -1.6891
H -1.8490 2.8694 -4.3697
H 5.4786 -2.5792 -3.1174
H -1.2165 6.3096 -1.4491
H -2.0910 -1.8905 3.5774
H 4.9236 -0.1762 -3.0365
H -1.4651 0.9071 -2.8601
H -2.6654 1.8351 6.4936
H 2.2966 1.2054 0.1485
H -0.5985 6.2514 -3.1041
H 5.3924 -1.8895 1.8599
H 3.6564 -1.2900 -0.1691
H -0.8424 -2.1066 6.0139
H -0.2363 2.1643 6.1935
H -1.1558 2.0479 -1.5245
H -3.0568 0.8217 2.3648
H 1.5096 -3.5524 -1.8673
H 3.6763 3.1745 -0.4077
H 3.9340 -2.2459 3.8932
```

Results
**Multiplicity**: 5
**Net charge**: +2
**Orbital gap (spin up / spin down)**: 7.130 / 3.779 eV
**⟨S²⟩**: 6.059
**Largest force on an atom**: 0.0071 hartree/bohr

Löwdin population analysis, charges in e, atoms 1 to 6:
1. Rh 0.664
2. Cl 0.771
3. Cl 0.770
4. Cl 0.831
5. Cl 0.798
6. Cl 0.762